No. 1
The following is a quantum chemistry calculation of a structure of composition C8H17Cl2NO4PTc, from the Open Molecules 2025 dataset.

Results
E_LUMO (spin up / spin down): -13.0 / -14.8 eV
E_tot: -2012.181939 Eh
HOMO level (spin up / spin down): -21.277 / -20.994 eV
2S+1: 4
<S²>: 3.782
total charge: +3

Last column: Mulliken charge in e.
Positions of all 34 atoms, in Å:
C  -4.04921  1.17219  -2.72854  -1.017
C  -2.84283  1.49431  -1.91926  0.798
H  -4.27576  2.06471  -3.32062  0.328
H  -4.89151  0.87653  -2.08677  0.439
H  -3.83957  0.30664  -3.38393  0.333
O  -2.03494  2.37843  -2.03767  -0.345
Cl  -2.70394  0.27400  -0.51379  0.045
Tc  -0.45292  0.05575  0.38601  -0.026
P  0.98145  -0.16028  -1.30298  1.203
C  2.33704  1.04010  -1.54660  -1.222
C  1.82488  -1.79627  -1.29856  -1.130
H  -0.83321  -0.75685  -2.73139  0.362
H  0.66920  -0.43057  -3.67779  0.488
H  -0.28847  0.93747  -2.98602  0.313
C  0.04022  -0.09989  -2.84670  -1.229
H  1.07984  -2.56060  -1.03293  0.388
H  2.26388  -1.99363  -2.29004  0.450
H  2.99517  0.75920  -2.38667  0.429
H  2.91954  1.07468  -0.61616  0.414
H  2.60894  -1.77350  -0.52713  0.351
H  1.89032  2.02602  -1.72999  0.429
C  -0.08726  1.91586  0.41239  0.543
O  0.15987  3.06330  0.42772  -0.096
Cl  -1.00836  -2.35321  0.65103  -0.141
N  1.37674  -1.57013  4.27598  -0.298
C  0.55710  -0.30082  4.42504  -0.650
C  0.12159  -0.03986  2.99034  1.243
O  -1.07954  0.21107  2.59635  -0.546
O  1.07039  -0.22606  2.14365  -0.638
H  0.75895  -2.34981  4.03001  0.344
H  1.79276  -1.81888  5.17171  0.370
H  2.09700  -1.46238  3.54623  0.320
H  -0.30374  -0.49686  5.06857  0.398
H  1.14639  0.53935  4.83853  0.349

***

No. 2
The following is a quantum chemistry calculation of a cluster of 2 separate species, C4H14N2O2 in total, from the Open Molecules 2025 dataset.

Results
E_LUMO: 0.4 eV
SMILES: C[C@@H](N)CNCO.O
E_tot: -420.698191 Eh
HOMO level: -8.466 eV
energy relative to the best compared isomer or geometry (same formula, charge and spin): 280.7 kJ/mol

Last column: Mulliken charge in e.
Positions of all 22 atoms, in Å:
C  -0.66357  0.21389  1.25592  -1.081
N  -0.81579  -1.22413  1.42497  -0.301
C  0.48002  -1.88978  1.14029  -0.349
O  0.42852  -2.13766  -0.27927  -0.483
C  -0.85688  0.51823  -0.28166  0.897
C  -2.14101  -0.05742  -0.87731  -1.360
N  -0.97476  2.01582  -0.64285  -0.602
H  -1.31725  0.59826  2.07132  0.295
H  0.34180  0.53520  1.44270  0.400
H  -1.59482  -1.77336  1.10482  0.279
H  1.26508  -1.16296  1.44475  0.324
H  0.57202  -2.97746  1.44342  0.250
H  0.99271  -1.49447  -0.69331  0.296
H  0.06792  0.21281  -0.79565  0.008
H  -2.70097  0.65483  -1.50209  0.443
H  -1.91574  -0.97713  -1.53592  0.167
H  -2.79620  -0.10352  0.00015  0.349
H  -1.06428  2.52874  0.25563  0.224
H  -0.21540  2.32233  -1.28846  0.243
H  4.82892  1.41914  -0.72932  0.282
H  3.99482  1.08690  -1.84591  0.314
O  4.08485  1.69176  -1.11224  -0.596

***

No. 3
The following is a quantum chemistry calculation of the ion C20H25N2O3 with charge +1, from the Open Molecules 2025 dataset.

Results
E_LUMO: -2.2 eV
SMILES: COc1ccc(C[NH2+]CCc2c[nH]c3ccccc23)c(OC)c1OC
E_tot: -1112.104389 Eh
HOMO level: -11.041 eV
energy relative to the best compared isomer or geometry (same formula, charge and spin): 77.7 kJ/mol
total charge: +1

Last column: Mulliken charge in e.
Positions of all 50 atoms, in Å:
C  -4.87095  -3.02437  0.53117  -0.974
H  -5.92896  -3.13994  0.75878  0.265
H  -4.63914  -3.55996  -0.39327  0.379
H  -4.27796  -3.43086  1.35489  0.375
O  -4.67195  -1.63403  0.38791  -0.447
C  -3.44289  -1.16786  0.06264  1.294
C  -2.32951  -1.98726  -0.08069  -0.655
C  -1.08427  -1.45573  -0.35494  -1.159
C  -0.93089  -0.09437  -0.53139  0.076
C  -2.04691  0.74783  -0.42007  0.293
C  -3.30846  0.23205  -0.09979  0.496
O  -4.29948  1.14294  0.08884  -0.450
C  -5.66395  0.80152  -0.08896  -0.848
H  -6.05091  0.23834  0.76013  0.257
H  -5.81846  0.23310  -1.00711  0.367
H  -6.18441  1.75625  -0.16025  0.282
O  -1.77209  2.09396  -0.58130  -0.502
C  -2.74221  2.95916  -1.15895  -0.866
H  -3.23496  2.48515  -2.00768  0.323
H  -2.18255  3.82871  -1.50382  0.326
H  -3.48706  3.26562  -0.42554  0.278
C  0.40721  0.51270  -0.84193  -0.708
N  0.72259  1.57558  0.15406  0.044
H  1.62738  2.01117  -0.08952  0.479
H  -0.06317  2.24396  0.06516  0.483
C  0.85637  1.07850  1.55087  -0.616
H  0.10925  1.55311  2.18614  0.357
C  2.27427  1.37014  2.05646  -0.902
C  3.27904  1.01615  1.00606  -0.149
C  4.08820  1.87923  0.31538  -0.509
N  4.83402  1.19207  -0.59607  0.025
C  4.52890  -0.13763  -0.51331  -0.595
C  5.01774  -1.22160  -1.23323  -0.858
C  4.50507  -2.46486  -0.93673  -0.553
C  3.53328  -2.63465  0.05503  -0.812
C  3.04526  -1.56696  0.77234  -0.032
C  3.54071  -0.29189  0.48711  1.268
H  2.31233  -1.71610  1.55164  0.483
H  3.16899  -3.62889  0.26333  0.441
H  4.86408  -3.32992  -1.47160  0.408
H  5.77615  -1.09128  -1.98920  0.412
H  5.55477  1.58733  -1.17598  0.191
H  4.20371  2.94044  0.43420  0.440
H  2.45031  0.78862  2.96195  0.374
H  2.37374  2.42626  2.31304  0.330
H  0.66903  0.00517  1.54705  0.265
H  1.19178  -0.24573  -0.81606  0.284
H  0.39258  0.98045  -1.83027  0.408
H  -0.23120  -2.10935  -0.44623  0.497
H  -2.42475  -3.05174  0.04581  0.437